2 unconnected molecules or ions with the total composition C3H13N2. Source: the OMol25 dataset; level of theory: ωB97M-V/def2-TZVPD.

```
18
Properties=species:S:1:pos:R:3:forces:R:3
C 0.53216 1.46312 0.68857 -0.5 0.3 -0.2
N -0.07687 0.36687 -0.09390 0.7 -0.3 -0.3
C -1.53049 0.53153 -0.24338 -0.2 0.5 0.4
C 0.61395 0.18413 -1.40986 -0.8 0.7 0.5
H 0.13384 1.40390 1.70110 0.2 0.0 0.1
H 0.23446 2.42039 0.25446 0.0 0.0 -0.1
H 1.61420 1.38012 0.64952 0.0 -0.2 0.2
H -1.94306 -0.16797 -0.96395 0.1 -0.2 0.0
H -1.98658 0.37038 0.73554 -0.1 -0.1 0.0
H -1.73646 1.55742 -0.55832 0.0 -0.1 -0.1
H 0.05260 -0.57155 -1.95596 0.4 -0.3 -0.1
H 1.64930 -0.06880 -1.20030 0.1 -0.2 -0.2
H 0.53829 1.13524 -1.94083 0.1 0.0 -0.1
N 0.40583 -2.12618 0.90628 -0.2 0.2 -0.2
H 0.12359 -0.55279 0.46370 -0.1 -0.1 -0.4
H 1.18521 -2.37023 1.51455 0.1 0.0 0.1
H -0.46762 -2.41492 1.35584 0.0 -0.1 0.1
H 0.48869 -2.68241 0.04769 0.0 -0.1 0.0
```
Forces are in eV/Å.

Output
Gap between HOMO and LUMO (alpha / beta)   3.6 / 11.4 eV
2S+1   2
Expectation value of S²   0.750
LUMO level (alpha / beta)   1.1 / 0.7 eV
HOMO (alpha / beta)   -2.55 / -10.70 eV

2 unconnected molecules or ions with the total composition C3H13N2. Source: the OMol25 dataset; level of theory: ωB97M-V/def2-TZVPD.

```
18
Properties=species:S:1:pos:R:3:forces:R:3
C 1.85826 1.16745 0.03210 1.8 3.8 1.1
N 1.24898 0.42540 1.12846 0.0 0.9 -0.7
H 1.44758 2.24929 -0.12074 0.5 -1.7 1.0
H 1.65860 0.78981 -0.90200 -0.1 -1.5 -2.0
H 2.97588 1.28095 0.19925 -1.3 -0.1 -0.5
H 1.69910 -0.46565 1.14526 0.5 -0.6 0.7
H 1.46512 0.97694 1.94825 -0.3 -0.6 0.5
H -0.01016 0.12564 0.43428 -1.2 -0.2 0.6
C -1.91160 -0.98930 0.47409 1.8 0.2 0.5
N -0.95504 -0.02595 -0.17700 1.0 0.6 -0.7
C -0.46431 -0.66133 -1.45451 1.5 0.9 -0.1
H -1.15682 -1.84374 0.62564 -2.0 0.6 -0.2
H -2.76559 -1.17486 -0.21818 0.7 -0.1 0.9
H -2.17336 -0.59047 1.47078 -0.3 -0.3 -0.6
H -1.17753 0.98139 -0.31562 -0.9 -1.1 0.0
H -1.25313 -1.39760 -1.75224 1.5 0.3 -0.1
H -0.32071 0.13583 -2.21043 -0.6 -0.5 0.2
H 0.65929 -0.96451 -1.27456 -2.6 -0.5 -0.4
```
Forces are in eV/Å.

Output
Gap between HOMO and LUMO   11.8 eV
LUMO level   -3.0 eV
HOMO   -14.79 eV
Total charge   +1

2 unconnected molecules or ions with the total composition C3H13N2. Source: the OMol25 dataset; level of theory: ωB97M-V/def2-TZVPD.

```
18
Properties=species:S:1:pos:R:3:forces:R:3
C -2.29577 -1.82491 -0.73740 -0.1 0.0 0.1
N -1.63398 -1.13613 0.36938 0.3 -0.1 0.2
C -0.28695 -0.70584 0.01746 -1.1 0.3 -0.1
H -2.69967 -1.09963 -1.44622 0.0 -0.1 0.0
H -1.63858 -2.52382 -1.27412 0.0 0.1 0.0
H -3.12031 -2.40856 -0.33061 -0.1 0.1 -0.1
H -1.58243 -1.77475 1.15194 0.0 0.1 0.1
H 0.28926 -1.54364 -0.38655 0.5 0.3 -0.1
H 0.19474 -0.20364 0.86248 0.1 -0.6 0.3
H -0.43656 0.09892 -0.71629 0.2 -0.4 -0.4
C 2.55635 1.45078 0.54617 0.1 -0.7 -0.4
N 1.29735 1.95493 -0.10057 0.0 0.6 0.9
H 2.55280 0.36421 0.47128 -0.2 0.0 0.2
H 3.40366 1.78282 -0.04808 0.0 0.3 0.3
H 2.57430 1.75596 1.58689 0.2 0.2 -0.1
H 0.50013 1.82740 0.52776 -0.1 -0.4 -0.2
H 1.10607 1.45745 -0.96888 -0.1 0.3 -0.1
H 1.33508 2.97127 -0.20918 0.2 -0.1 -0.6
```
Forces are in eV/Å.

Output
Gap between HOMO and LUMO   8.5 eV
LUMO level   -3.8 eV
HOMO   -12.29 eV
Total charge   +1

2 unconnected molecules or ions with the total composition C3H13N2. Source: the OMol25 dataset; level of theory: ωB97M-V/def2-TZVPD.

```
18
Properties=species:S:1:pos:R:3:forces:R:3
C -1.35247 -0.27716 -1.88487 -0.5 0.3 0.1
N -1.88677 0.34125 -0.59235 -0.1 -1.2 -0.7
H -2.19022 -0.57080 -2.56396 0.8 0.2 0.5
H -0.70817 -1.15571 -1.68979 -0.6 0.4 0.2
H -0.69586 0.45116 -2.38809 -0.5 -0.1 0.1
H -2.43388 1.17707 -0.79991 0.3 -0.1 -0.2
H -2.59309 -0.30093 -0.20590 0.5 0.2 -0.1
C 1.91209 -0.87064 0.52603 -0.7 0.2 -0.9
C 1.10928 -0.04922 1.53677 -0.3 -0.1 0.2
N 0.26539 1.03341 0.89726 1.0 -1.9 -2.0
H 2.57652 -1.56426 1.02920 0.1 0.1 0.2
H 1.25757 -1.49657 -0.13394 0.4 0.6 0.5
H 2.51932 -0.21128 -0.12707 -0.2 -0.4 0.4
H 0.35689 -0.65388 2.05297 0.4 -0.1 0.1
H 1.75333 0.43192 2.27185 0.0 -0.1 -0.1
H 0.79093 1.46348 0.11319 -0.3 0.3 0.9
H -0.07554 1.67730 1.56794 -0.2 1.1 0.6
H -0.60529 0.57485 0.39067 0.0 0.7 0.1
```
Forces are in eV/Å.

Output
Gap between HOMO and LUMO   11.7 eV
LUMO level   -3.1 eV
HOMO   -14.75 eV
Total charge   +1

2 unconnected molecules or ions with the total composition C3H13N2O. Source: the OMol25 dataset; level of theory: ωB97M-V/def2-TZVPD.

```
19
Properties=species:S:1:pos:R:3:forces:R:3
C 1.01192 -1.02244 -1.46770 -0.2 -0.8 0.8
N 0.32098 -2.31043 -1.36906 0.0 -0.3 0.3
C 0.74920 -0.33157 -0.14565 -0.5 1.2 1.9
N -0.73158 -0.48140 0.25655 1.1 1.1 -2.0
C -1.49147 0.63066 -0.37823 -0.5 0.4 -0.1
H 2.09610 -1.07181 -1.56749 0.0 0.0 -0.5
H 0.52107 -0.54498 -2.30882 0.4 0.6 0.0
H 0.78673 -2.95516 -0.74052 0.1 0.0 0.0
H 0.21926 -2.78824 -2.24943 0.0 0.1 -0.3
H 1.26813 -0.59710 0.78588 0.4 -1.4 -0.7
H 1.00707 0.72789 -0.02126 -0.4 0.1 -1.1
H -0.69707 -0.46389 1.26731 -0.9 -0.4 0.1
H -1.01478 -1.33896 -0.25453 0.2 -0.6 0.9
H -2.54487 0.67362 -0.10225 0.2 0.0 0.6
H -0.93622 1.53460 -0.15640 -0.4 0.3 0.0
H -1.54554 0.49126 -1.45654 0.5 -0.2 0.0
H -0.29127 3.04729 3.75910 0.1 0.3 0.2
H 0.91214 3.80012 3.09051 -0.5 -0.4 0.2
O 0.36019 3.00055 3.05853 0.4 0.0 -0.5
```
Forces are in eV/Å.

Output
Gap between HOMO and LUMO   11.5 eV
LUMO level   -2.9 eV
HOMO   -14.36 eV
Total charge   +1

2 unconnected molecules or ions with the total composition C3H13N2O. Source: the OMol25 dataset; level of theory: ωB97M-V/def2-TZVPD.

```
19
Properties=species:S:1:pos:R:3:forces:R:3
C 1.31854 0.88453 -0.40237 -0.5 -1.4 0.5
N 0.56584 1.69923 -1.24288 0.9 0.4 -0.6
C 0.40742 -0.27436 0.35504 0.4 1.4 0.1
N -0.49347 0.56159 1.28760 1.0 -2.7 -0.8
C -1.45267 -0.32908 2.03135 0.5 0.0 1.1
H 2.04855 0.30006 -0.98311 -0.1 -0.1 -0.1
H 1.82619 1.45504 0.37042 0.0 0.2 0.0
H 0.58966 2.71442 -1.11619 -0.3 0.0 0.0
H 0.36276 1.39470 -2.19682 -0.3 -0.1 0.1
H -0.12473 -1.01513 -0.29406 0.4 0.8 0.2
H 1.15822 -0.76145 0.97564 -0.2 -0.2 0.1
H -0.98948 1.18620 0.69669 -0.7 1.2 -0.1
H 0.20378 0.99839 1.87660 -0.5 0.7 0.7
H -0.85739 -1.14755 2.43563 -0.2 -0.2 -0.2
H -1.82457 0.20584 2.90345 -0.2 0.2 -0.2
H -2.25263 -0.66702 1.38341 0.1 0.0 -0.1
H -1.09789 -2.02221 -2.01641 0.1 -0.4 -0.4
H 0.38578 -1.83721 -2.42226 0.0 -0.3 -0.5
O -0.18771 -2.16467 -1.72677 -0.2 0.4 0.4
```
Forces are in eV/Å.

Output
Gap between HOMO and LUMO (alpha / beta)   11.6 / 6.1 eV
2S+1   2
Expectation value of S²   0.755
LUMO level (alpha / beta)   -7.6 / -13.1 eV
HOMO (alpha / beta)   -19.26 / -19.25 eV
Total charge   +2

For reference, calculated total energy by record: -6298.690, -6294.493, -6294.597, -6295.846, -8342.769, -8329.374 eV.
For reference, ΔE to the lowest compared entry with this formula, charge and spin by record: 43.43, 204.96, 194.90, 74.39, 117.06, 147.63 kJ/mol.